Molecular formula: C2H16N2O4
Method: DFT, ωB97M-V with the def2-TZVPD basis set

```
24
Properties=species:S:1:pos:R:3:forces:R:3:lowdin_spin:R:1
N 2.129175 -1.520228 0.346900 0.03 -0.67 0.68 0.0035
C 1.389979 -1.864787 -0.842648 -0.51 1.08 -0.15 0.0325
C 0.736802 -0.656088 -1.559242 1.30 0.27 0.67 0.0383
N -0.010975 0.220461 -0.688714 -1.04 0.37 0.79 0.0263
H 1.580867 -1.121626 1.093500 0.00 0.15 0.02 0.0039
H 2.983880 -1.006960 0.225422 -0.03 0.23 -0.29 0.0004
H 0.526529 -2.476968 -0.590308 0.27 -0.57 0.22 0.0233
H 2.088185 -2.367887 -1.507229 -0.22 -0.31 -0.28 0.0013
H 1.541874 -0.055653 -2.005829 -0.08 -0.09 -0.21 0.0016
H 0.060704 -0.997318 -2.318494 -0.29 -0.19 -0.56 0.0243
H -0.877691 -0.222004 -0.398915 -0.37 -0.22 -0.58 0.0392
H 0.401066 0.409085 0.220950 0.82 0.01 -0.45 0.0043
H 0.610492 0.325130 3.587241 0.29 -0.12 0.12 0.0052
H 0.213257 0.875613 2.290230 -0.15 0.35 -0.14 0.0044
O 1.007383 0.553451 2.739682 -0.08 -0.28 0.15 0.0290
H -1.315401 2.233024 1.197524 0.24 0.25 -0.21 0.0102
H -2.270833 1.894548 2.315265 -0.19 -0.25 0.09 0.0316
O -1.331924 1.953315 2.121282 -0.06 0.09 -0.06 0.0800
H 0.125721 3.599252 -1.170435 0.03 -0.17 -0.11 0.0061
H -0.757692 2.319701 -1.055245 0.48 -0.25 -0.05 0.0119
O -0.495844 3.138082 -0.604679 -0.49 0.30 0.26 0.0290
H -2.910159 -1.881340 -1.896884 -0.08 0.05 -0.02 0.0994
H -2.991877 -1.820875 -0.376071 -0.02 0.05 0.06 0.1196
O -2.433518 -1.529924 -1.123304 0.14 -0.09 0.04 0.3746
```
Positions in Å, forces in eV/Å.

Computed properties:
Spin multiplicity = 2
Total charge = -1
Kohn-Sham gap (alpha / beta) = 2.753 / 8.843 eV
Molecular weight = 132.2 g mol⁻¹
Energy = -13503.119 eV

***

Molecular formula: C2H16O5S
Method: DFT, ωB97M-V with the def2-TZVPD basis set

```
24
Properties=species:S:1:pos:R:3:forces:R:3:nbo_charge:R:1
C 0.989112 2.111698 -0.276387 1.18 -2.91 -1.31 -0.6355
C 0.929974 0.938816 0.696227 0.55 -0.50 -2.54 -0.5989
S 2.368438 -0.086313 0.689666 -1.03 0.32 0.40 0.5053
H 1.464896 2.946393 0.123213 1.05 1.32 0.68 0.2184
H 0.041169 2.325849 -0.622625 -2.29 0.63 -0.31 0.2619
H 1.450909 1.720240 -1.225616 0.08 0.68 0.82 0.2588
H 0.583491 1.189371 1.636432 -0.56 0.17 2.56 0.2958
H 0.111121 0.201442 0.363325 0.30 0.10 -0.04 0.3778
H 2.418501 -0.154748 -0.675342 -0.09 0.34 -0.87 0.1981
H 0.185687 -3.198281 -1.854802 0.02 2.51 1.99 0.4611
H 0.677132 -1.641031 -1.664456 -0.95 -1.22 0.58 0.4996
O 0.179651 -2.402565 -1.183912 0.82 -1.43 -2.60 -0.9827
H -1.639947 -0.121284 1.899116 0.39 -0.02 -0.08 0.4749
H -2.901518 -0.900643 0.897744 1.45 0.41 -0.40 0.4723
O -1.993150 -0.503702 0.779229 -0.94 -0.13 1.84 -0.9300
H 0.998668 -2.615434 1.432927 -0.20 0.21 0.11 0.0077
H 1.680336 -0.056265 -2.986906 0.18 -0.03 -0.18 0.4511
O 1.254186 -0.170406 -2.130706 0.31 -0.22 0.88 -0.8531
H 0.616494 -2.099605 1.826281 0.10 -0.25 -0.07 0.0029
H -1.943708 0.392747 3.545885 0.35 0.04 -0.03 0.4521
O -1.144539 0.261609 3.010572 -0.76 -0.32 -1.27 -0.9277
H -2.487846 0.570584 -2.116453 0.89 0.62 0.58 0.4623
H -1.989411 0.354911 -0.705031 0.07 -0.28 0.88 0.4939
O -1.849655 0.936609 -1.458371 -0.93 -0.05 -1.64 -0.9658
```
Positions in Å, forces in eV/Å.

Computed properties:
Kohn-Sham gap = 3.437 eV
Molecular weight = 152.2 g mol⁻¹
Energy = -23396.381 eV

***

Molecular formula: C2H16O6
Method: DFT, ωB97M-V with the def2-TZVPD basis set

```
24
Properties=species:S:1:pos:R:3:forces:R:3:nbo_charge:R:1
C 0.009635 1.701151 -1.531556 0.06 0.39 0.92 -0.0984
O 0.105124 1.400824 -0.159378 -0.91 -1.86 -1.69 -0.5452
C -0.890300 0.734014 -2.233211 -1.02 1.47 -0.20 -0.6220
H 0.982896 1.964762 -1.974192 -0.21 -0.45 0.07 0.1914
H -0.583033 2.628484 -1.523072 0.00 0.29 -0.15 0.2303
H 1.117363 1.246609 0.259323 2.35 0.85 0.87 0.4918
H -0.641957 -0.337666 -2.245882 0.85 -0.37 0.28 0.2200
H -1.077365 1.098552 -3.242280 0.15 -0.33 -0.28 0.2339
H -1.858852 0.825736 -1.720050 0.14 -0.56 -0.03 0.2519
H 2.893217 -0.297136 0.437310 -0.04 0.51 -0.06 0.5281
H 2.219197 -1.193961 -0.653248 0.79 -0.12 -0.44 0.4039
O 2.811797 -1.244020 0.121712 -0.27 -0.20 -0.17 -0.8688
H -1.869073 0.517448 1.650823 -0.09 -0.01 0.11 0.4609
H -2.789662 -0.689189 1.836194 0.17 0.25 0.15 0.4982
O -2.785129 0.285495 1.841452 -0.06 -0.03 -0.26 -0.9710
H -2.117302 -3.240317 2.242213 0.40 -0.03 -0.06 0.4806
H -0.979192 -2.211873 1.708842 -0.53 -0.57 0.37 0.5099
O -1.923434 -2.350557 1.943948 -0.19 0.19 -0.18 -1.0029
H 0.883762 -0.734629 -1.144197 -0.81 0.96 0.75 0.2004
H 2.565579 1.950058 1.225398 -0.08 -0.16 -0.02 0.4751
O 2.320047 1.182576 0.700524 -0.51 -0.27 -0.50 -1.1051
H -0.008821 -0.746230 0.461875 -1.16 0.05 0.91 0.4667
H 1.274985 -1.171292 0.822559 -0.22 -1.08 1.85 0.4992
O 0.340521 -1.318828 1.174894 1.17 1.07 -2.26 -0.9291
```
Positions in Å, forces in eV/Å.

Computed properties:
Kohn-Sham gap = 4.978 eV
Molecular weight = 136.1 g mol⁻¹
Energy = -14610.936 eV

***

Molecular formula: C2H16O7
Method: DFT, ωB97M-V with the def2-TZVPD basis set

```
25
Properties=species:S:1:pos:R:3:forces:R:3:nbo_charge:R:1
C 2.184431 2.014224 0.203628 -0.21 -0.99 1.41 -0.0851
C 0.841667 1.566691 0.796041 -0.13 0.33 -1.51 -0.0921
O 0.438195 0.290354 0.384035 8.30 4.93 6.07 -0.7214
O 3.239170 1.313692 0.884818 0.03 1.07 -0.35 -0.7226
H 2.227245 3.084173 0.407278 0.64 -0.02 0.12 0.1875
H 2.271533 1.879082 -0.874456 -0.21 -0.10 -0.23 0.1424
H 0.060334 2.217207 0.403048 -0.12 0.84 0.34 0.1426
H 0.885946 1.622161 1.883738 -0.05 -0.05 -0.11 0.2120
H 0.212966 0.167895 -0.541100 2.07 0.52 3.13 0.4454
H 3.200431 0.372886 0.697795 -0.31 -0.11 -0.11 0.4784
O -0.300383 0.350909 -1.453580 -2.42 2.77 -10.29 -0.8240
H 0.340010 0.261921 -2.159424 0.47 -0.18 -0.77 0.5267
H -0.920325 1.006444 -1.773230 -0.35 1.16 0.18 0.5378
O -0.796384 -1.296756 0.567521 -5.54 -2.68 -0.23 -0.9879
H -0.239101 -0.528723 0.693217 -0.99 -0.09 2.31 0.4453
H -1.247443 -1.133028 -0.260709 0.76 -1.26 2.53 0.4250
O -3.340297 -0.728341 -0.072742 -3.24 1.67 2.11 -0.9964
H -2.723409 -1.088812 -0.709724 -2.60 -0.33 0.87 0.4316
H -3.444465 -1.421399 0.579221 0.02 0.13 0.38 0.4661
O 0.606058 -2.426450 1.741820 3.48 -2.41 2.94 -0.9962
H 0.097252 -1.879296 1.143512 -0.30 -0.97 -0.47 0.4467
H 0.940415 -1.816415 2.399306 0.24 -0.16 0.35 0.4293
O -1.797948 -1.369056 -1.398167 0.83 -3.02 -7.62 -0.8617
H -1.370140 -1.937847 -2.038264 -0.02 -0.68 -0.13 0.5045
H -1.365759 -0.521516 -1.503584 -0.35 -0.36 -0.92 0.4660
```
Positions in Å, forces in eV/Å.

Computed properties:
Kohn-Sham gap = 7.489 eV
Molecular weight = 152.1 g mol⁻¹
Energy = -16655.998 eV

***

Molecular formula: C2H16O8
Method: DFT, ωB97M-V with the def2-TZVPD basis set

```
26
Properties=species:S:1:pos:R:3:forces:R:3:nbo_charge:R:1
O 0.972173 0.303982 0.456123 0.57 0.07 1.68 -0.8325
H 0.895000 -0.076532 -0.455131 -0.75 0.25 -1.18 0.5665
H 0.737732 -0.409499 1.114862 0.28 -0.45 0.04 0.5443
H 0.292622 0.997120 0.677875 0.05 0.19 -1.00 0.5431
C 0.885905 -2.107960 -3.344625 1.10 0.36 0.10 -0.7246
C 0.528424 -1.213947 -2.187210 -1.51 -0.15 0.57 0.7761
O 0.095891 -1.787528 -1.129324 0.40 -0.37 0.27 -0.8684
O 0.581513 0.027858 -2.268195 0.75 0.08 0.07 -0.7465
H 0.492245 -1.705989 -4.275767 -0.25 -0.28 0.03 0.2323
H 0.675895 -3.147914 -3.117432 -0.42 0.05 -0.26 0.2234
H 1.975329 -2.043234 -3.443970 0.00 0.03 -0.09 0.2251
O -1.156674 1.681750 0.445368 -0.75 0.08 0.17 -0.9674
H -1.810279 0.966219 0.462810 0.12 -0.09 -0.18 0.5101
H -1.675760 2.490756 0.536250 0.24 0.05 0.18 0.5058
O 0.974093 2.227725 3.521168 -0.16 -0.07 0.00 -0.9395
H 0.823744 2.626318 4.384539 0.06 0.03 -0.04 0.4713
H 0.309794 1.531959 3.462948 0.06 -0.04 0.01 0.4688
O -0.009943 -1.211242 2.311983 0.41 0.07 1.10 -0.9856
H -0.935716 -1.367093 2.054726 -0.07 0.33 -0.65 0.4998
H 0.192270 -1.920154 2.931283 0.42 0.16 -0.01 0.4918
O -1.869167 -1.760209 0.704161 -0.33 -0.02 0.05 -0.9880
H -1.808350 -2.582887 1.198974 -0.36 -0.36 -0.43 0.4630
H -1.157675 -1.830060 0.012341 0.03 0.11 -0.28 0.5324
O -0.113968 3.662583 -1.652262 -0.18 0.16 0.22 -0.9400
H 0.694787 3.730155 -1.135236 0.02 -0.05 -0.08 0.4662
H -0.589883 2.917822 -1.266259 0.26 -0.15 -0.27 0.4725
```
Positions in Å, forces in eV/Å.

Computed properties:
Kohn-Sham gap = 8.677 eV
Molecular weight = 168.1 g mol⁻¹
Energy = -18713.505 eV

***

> What is the energy in the second record?

-23396.381 eV

***

Copy entry 5 word for word.
Molecular formula: C2H16O8
Method: DFT, ωB97M-V with the def2-TZVPD basis set

```
26
Properties=species:S:1:pos:R:3:forces:R:3:nbo_charge:R:1
O 0.972173 0.303982 0.456123 0.57 0.07 1.68 -0.8325
H 0.895000 -0.076532 -0.455131 -0.75 0.25 -1.18 0.5665
H 0.737732 -0.409499 1.114862 0.28 -0.45 0.04 0.5443
H 0.292622 0.997120 0.677875 0.05 0.19 -1.00 0.5431
C 0.885905 -2.107960 -3.344625 1.10 0.36 0.10 -0.7246
C 0.528424 -1.213947 -2.187210 -1.51 -0.15 0.57 0.7761
O 0.095891 -1.787528 -1.129324 0.40 -0.37 0.27 -0.8684
O 0.581513 0.027858 -2.268195 0.75 0.08 0.07 -0.7465
H 0.492245 -1.705989 -4.275767 -0.25 -0.28 0.03 0.2323
H 0.675895 -3.147914 -3.117432 -0.42 0.05 -0.26 0.2234
H 1.975329 -2.043234 -3.443970 0.00 0.03 -0.09 0.2251
O -1.156674 1.681750 0.445368 -0.75 0.08 0.17 -0.9674
H -1.810279 0.966219 0.462810 0.12 -0.09 -0.18 0.5101
H -1.675760 2.490756 0.536250 0.24 0.05 0.18 0.5058
O 0.974093 2.227725 3.521168 -0.16 -0.07 0.00 -0.9395
H 0.823744 2.626318 4.384539 0.06 0.03 -0.04 0.4713
H 0.309794 1.531959 3.462948 0.06 -0.04 0.01 0.4688
O -0.009943 -1.211242 2.311983 0.41 0.07 1.10 -0.9856
H -0.935716 -1.367093 2.054726 -0.07 0.33 -0.65 0.4998
H 0.192270 -1.920154 2.931283 0.42 0.16 -0.01 0.4918
O -1.869167 -1.760209 0.704161 -0.33 -0.02 0.05 -0.9880
H -1.808350 -2.582887 1.198974 -0.36 -0.36 -0.43 0.4630
H -1.157675 -1.830060 0.012341 0.03 0.11 -0.28 0.5324
O -0.113968 3.662583 -1.652262 -0.18 0.16 0.22 -0.9400
H 0.694787 3.730155 -1.135236 0.02 -0.05 -0.08 0.4662
H -0.589883 2.917822 -1.266259 0.26 -0.15 -0.27 0.4725
```
Positions in Å, forces in eV/Å.

Computed properties:
Kohn-Sham gap = 8.677 eV
Molecular weight = 168.1 g mol⁻¹
Energy = -18713.505 eV